[1]
C12H23ClF2N2NbO4 | the ωB97M-V functional and the def2-TZVPD basis

Values from the calculation:
LUMO: 0.100 Ha
HOMO-LUMO gap: 7.9 eV
net charge: -1

```
45
Properties=species:S:1:pos:R:3:nbo_charge:R:1
C 2.572 -2.194 1.950 -0.6096
C 1.208 -2.503 1.300 -0.4264
C 0.976 -1.743 -0.032 -0.8182
Nb -0.485 -0.039 0.245 1.7963
N 0.122 0.576 2.125 -1.2167
C 1.091 1.328 -0.597 -0.8404
C 1.050 1.681 -2.101 -0.3992
C 2.438 1.538 -2.755 -0.5099
C 2.730 0.097 -3.088 0.8012
O 2.068 -0.614 -3.777 -0.5948
O 3.874 -0.347 -2.504 -0.6987
C -1.943 1.593 -0.403 -0.8684
C -2.488 2.584 0.635 -0.1404
C -3.124 2.015 1.894 -0.6359
Cl -1.188 3.783 1.102 -0.1468
N -2.053 -1.485 0.866 -0.8779
C -1.829 -2.840 0.595 0.9932
O -1.657 -3.705 1.388 -0.5519
F -1.836 -3.143 -0.735 -0.3392
C -3.369 -1.152 0.568 0.9837
O -4.210 -0.809 1.319 -0.5559
F -3.676 -1.278 -0.744 -0.3404
H 2.485 -1.946 3.012 0.1942
H 3.065 -1.354 1.453 0.2036
H 3.245 -3.054 1.888 0.1974
H 1.127 -3.576 1.112 0.2054
H 0.420 -2.305 2.036 0.1988
H 0.709 -2.430 -0.839 0.2283
H 1.921 -1.291 -0.350 0.2169
H -0.800 -0.537 -1.480 -0.3237
H 0.408 -0.114 2.813 0.3801
H 0.788 1.343 2.143 0.3852
H 0.941 2.253 -0.022 0.2252
H 2.081 0.933 -0.341 0.2073
H 0.726 2.719 -2.237 0.1952
H 0.346 1.052 -2.648 0.2356
H 2.500 2.103 -3.691 0.2224
H 3.209 1.916 -2.083 0.2149
H 3.897 -1.300 -2.681 0.4871
H -1.414 2.197 -1.149 0.2388
H -2.808 1.197 -0.954 0.2329
H -3.227 3.222 0.143 0.1894
H -2.596 1.134 2.259 0.2285
H -4.158 1.735 1.677 0.2208
H -3.136 2.762 2.689 0.2119
```

***

[2]
C4H10O2 | the ωB97M-V functional and the def2-TZVPD basis

Values from the calculation:
LUMO: 0.025 Ha
HOMO-LUMO gap: 10.0 eV
net charge: 0
structure (SMILES): C/C=C/CO.O

```
16
Properties=species:S:1:pos:R:3:nbo_charge:R:1
C 0.563 -1.684 -0.821 -0.6563
C 0.686 -0.126 -1.224 -0.1461
C -0.184 0.701 -0.725 -0.2535
C -0.032 2.176 -0.971 -0.1475
O -1.407 2.416 -1.648 -0.7208
H -0.452 -1.904 -0.426 0.2151
H 1.331 -2.097 -0.061 0.2191
H 0.937 -2.132 -1.734 0.2098
H 1.679 0.099 -1.724 0.1913
H -1.189 0.353 -0.764 0.2193
H -0.087 2.663 0.042 0.1852
H 1.052 2.487 -1.045 0.2134
H -1.270 2.413 -2.630 0.4711
O -0.273 -1.847 4.891 -0.9168
H -0.446 -1.108 4.307 0.4601
H -0.909 -2.409 4.533 0.4567
```

***

[3]
C5H11N2 | the ωB97M-V functional and the def2-TZVPD basis

Values from the calculation:
LUMO: -0.177 Ha
HOMO-LUMO gap: 9.5 eV
net charge: +1
structure (SMILES): C=[N+](C)/C(C)=N/C

```
18
Properties=species:S:1:pos:R:3:nbo_charge:R:1
C 1.939 0.357 -0.803 0.1103
N 1.159 -0.174 0.007 -0.2327
C 1.538 -1.218 0.849 -0.4482
C -0.258 0.318 0.017 0.4134
C -0.481 1.737 -0.158 -0.7265
N -1.005 -0.733 -0.036 -0.3433
C -2.431 -0.761 -0.087 -0.4504
H 2.983 0.105 -0.814 0.2306
H 1.573 1.191 -1.449 0.2263
H 0.855 -2.016 0.741 0.2705
H 2.440 -1.652 0.457 0.2311
H 1.624 -1.005 1.966 0.2619
H -1.160 1.996 0.627 0.2766
H -0.784 2.014 -1.200 0.2705
H 0.402 2.294 -0.052 0.2403
H -2.876 -0.535 -0.960 0.2272
H -2.866 -0.076 0.661 0.2117
H -2.652 -1.841 0.235 0.2306
```

***

[4]
C4H7N3 | the ωB97M-V functional and the def2-TZVPD basis

Values from the calculation:
LUMO: 0.028 Ha
HOMO-LUMO gap: 10.3 eV
net charge: 0
structure (SMILES): [H]/N=C(\C#N)NCC

```
14
Properties=species:S:1:pos:R:3:nbo_charge:R:1
H 3.252 -0.370 0.040 0.3550
N 2.523 -0.488 0.742 -0.6504
C 1.364 -0.474 0.207 0.3333
C 1.180 -0.304 -1.239 0.2021
N 1.067 -0.133 -2.380 -0.2802
N 0.190 -0.625 0.882 -0.5891
C -1.126 -0.400 0.294 -0.2223
C -1.359 1.053 -0.145 -0.6251
H 0.255 -0.731 1.887 0.4124
H -1.268 -1.085 -0.553 0.2030
H -1.842 -0.714 1.061 0.2118
H -2.267 1.132 -0.757 0.2204
H -0.523 1.415 -0.757 0.2193
H -1.446 1.723 0.718 0.2099
```

***

[5]
C9H11O4S2 | the ωB97M-V functional and the def2-TZVPD basis

Values from the calculation:
LUMO: 0.107 Ha
HOMO-LUMO gap: 7.4 eV
net charge: -1

```
26
Properties=species:S:1:pos:R:3:nbo_charge:R:1
C 3.271 0.044 -0.406 -0.2092
C 1.670 1.610 0.369 -0.1993
C 2.414 -1.016 -0.249 -0.2381
C 0.758 0.620 0.428 -0.1989
C 3.023 1.299 -0.029 -0.0650
C 1.108 -0.750 0.216 -0.0522
C 4.082 2.338 0.089 -0.6278
C -4.528 -1.557 -0.840 -0.8696
C 0.065 -1.685 0.532 -0.6305
O -2.623 -0.035 -0.207 -1.0412
O -2.232 -2.513 1.119 -0.9577
O -4.590 1.151 -0.928 -1.0026
O -4.724 0.051 1.254 -0.9963
S -1.424 -1.247 1.134 1.3337
S -4.140 0.040 -0.104 2.3679
H 4.335 -0.008 -0.664 0.1908
H 1.390 2.701 0.445 0.2035
H 2.851 -1.973 -0.530 0.2086
H -0.286 0.825 0.556 0.2303
H 4.112 2.663 1.215 0.2072
H 5.172 2.135 -0.169 0.2148
H 3.728 3.278 -0.333 0.2128
H -5.575 -1.632 -0.824 0.2184
H -4.257 -1.396 -1.961 0.2160
H -3.853 -2.133 -0.350 0.2576
H 0.253 -2.808 0.238 0.2266
```

***

[6]
C21H21N8O2PbTe | the ωB97M-V functional and the def2-TZVPD basis

Values from the calculation:
LUMO: -0.115 Ha
HOMO-LUMO gap: 8.1 eV
net charge: +1

```
54
Properties=species:S:1:pos:R:3:nbo_charge:R:1
Pb -0.762 -0.745 1.154 1.2749
N 0.686 2.480 0.038 -0.7696
C 1.702 1.664 0.361 0.6193
N 2.897 2.217 0.501 -0.5631
C 3.887 1.393 0.838 0.6110
N 5.081 1.914 1.105 -0.7388
N 3.760 0.049 0.911 -0.5381
C 2.542 -0.405 0.768 0.4628
N 1.445 0.346 0.568 -0.6645
C 2.362 -1.878 0.804 0.1430
C 3.438 -2.710 0.535 -0.1892
C 3.228 -4.079 0.504 -0.1310
C 1.960 -4.568 0.770 -0.2169
C 0.944 -3.670 1.049 0.0637
N 1.138 -2.353 1.054 -0.4985
H 0.926 3.425 -0.211 0.4260
H -0.191 2.099 -0.266 0.4011
H 5.221 2.904 1.014 0.4207
H 5.845 1.304 1.336 0.4194
H 4.404 -2.271 0.337 0.2542
H 4.041 -4.754 0.276 0.2384
H 1.748 -5.627 0.748 0.2437
H -0.058 -4.017 1.269 0.2262
N -2.555 -2.949 1.611 -0.6737
N -2.275 -3.832 0.558 -0.5372
C -1.720 -3.365 -0.657 0.8782
O -1.784 -4.112 -1.609 -0.6371
O -1.138 -2.198 -0.639 -0.9048
H -2.450 -3.448 2.487 0.3729
H -3.506 -2.592 1.556 0.3713
H -2.932 -4.585 0.409 0.3910
Te -1.888 0.209 -1.492 0.6834
C -2.857 2.143 -1.439 -0.2920
C -3.712 2.466 -2.487 -0.2375
C -4.582 3.539 -2.370 -0.1900
C -4.611 4.289 -1.203 -0.1909
C -3.735 3.991 -0.169 -0.2241
C -2.855 2.925 -0.288 -0.2027
C -3.760 -0.604 -0.864 -0.2666
C -4.386 -1.541 -1.673 -0.1780
C -5.641 -2.025 -1.323 -0.2128
C -6.270 -1.569 -0.175 -0.2028
C -5.636 -0.636 0.637 -0.2023
C -4.379 -0.156 0.298 -0.2749
H -3.706 1.866 -3.389 0.2256
H -5.245 3.777 -3.191 0.2286
H -5.315 5.104 -1.095 0.2278
H -3.744 4.579 0.740 0.2240
H -2.171 2.701 0.525 0.1923
H -3.891 -1.907 -2.563 0.2325
H -6.130 -2.749 -1.961 0.2317
H -7.252 -1.934 0.094 0.2287
H -6.128 -0.271 1.530 0.2257
H -3.898 0.572 0.939 0.2188
```

***

[7]
C10H13NO3 | the ωB97M-V functional and the def2-TZVPD basis

Values from the calculation:
LUMO: 0.022 Ha
HOMO-LUMO gap: 10.0 eV
net charge: 0
structure (SMILES): C[C@@H](O)[C@@](C)(c1ccccc1)[N+](=O)[O-]

```
27
Properties=species:S:1:pos:R:3:nbo_charge:R:1
C -1.057 -2.101 -0.535 -0.6655
C -1.605 -0.654 -0.756 0.0988
O -2.960 -0.584 -0.690 -0.7014
C -0.919 0.336 0.277 0.0430
C -1.352 0.281 1.735 -0.6544
C 0.612 0.331 0.231 -0.0653
C 1.548 0.079 1.185 -0.1981
C 2.895 0.164 0.867 -0.2038
C 3.316 0.524 -0.384 -0.1939
C 2.407 0.724 -1.391 -0.2240
C 1.065 0.701 -1.075 -0.1554
N -1.436 1.739 -0.260 0.5511
O -1.468 2.548 0.616 -0.3566
O -1.699 1.829 -1.454 -0.3849
H -1.503 -2.633 0.353 0.2030
H 0.075 -1.858 -0.460 0.2451
H -1.489 -2.806 -1.249 0.2249
H -1.238 -0.348 -1.670 0.1893
H -3.352 -1.357 -0.405 0.4752
H -2.425 0.137 1.731 0.2309
H -0.732 -0.491 2.254 0.2154
H -1.066 1.283 2.203 0.2611
H 1.255 -0.166 2.113 0.2038
H 3.430 -0.147 1.644 0.2084
H 4.464 0.542 -0.657 0.2173
H 2.810 0.845 -2.424 0.2214
H 0.419 1.080 -1.800 0.2145
```

***

[8]
C32H52FIN2O13 | the ωB97M-V functional and the def2-TZVPD basis

Values from the calculation:
LUMO: -0.014 Ha
HOMO-LUMO gap: 8.7 eV
net charge: 0
structure (SMILES): CCOCc1ccc2nc([C@@H](C)F)c([C@@H](I)CC)nc2c1.CCOC(=O)OC.CCOC(=O)OC.CCOC(=O)OC.CCOC(=O)OC

```
101
Properties=species:S:1:pos:R:3:lowdin_charge:R:1
C 7.493 0.794 -0.862 -0.0609
C 7.222 1.864 0.182 -0.2755
O 7.338 3.151 -0.411 -0.1379
C 7.924 4.113 0.446 -0.1795
C 7.073 4.380 1.663 -0.1940
C 7.424 3.921 2.954 -0.0248
C 6.589 4.151 4.026 0.0033
C 5.371 4.848 3.868 -0.1968
N 4.557 5.024 4.949 0.2098
C 3.462 5.679 4.727 -0.1796
C 2.507 5.814 5.896 -0.3537
C 1.354 4.832 5.817 -0.0128
F 3.194 5.488 7.056 -0.0146
C 3.123 6.227 3.438 -0.2861
C 1.879 7.055 3.219 -0.6289
I 2.146 8.986 4.161 0.9335
C 1.603 7.314 1.736 -0.3396
C 0.334 8.128 1.481 -0.1446
N 3.886 6.040 2.406 0.1887
C 5.033 5.331 2.597 -0.1859
C 5.894 5.088 1.508 0.0532
H 7.633 -0.149 -0.346 0.0723
H 8.393 1.070 -1.397 0.0759
H 6.645 0.736 -1.535 0.0750
H 7.974 1.773 0.969 0.1103
H 6.237 1.721 0.623 0.1190
H 7.964 5.027 -0.137 0.1259
H 8.937 3.810 0.714 0.1249
H 8.353 3.389 3.082 0.1092
H 6.861 3.799 5.008 0.1121
H 2.184 6.841 6.029 0.0730
H 1.786 3.836 5.800 0.0922
H 0.783 4.904 6.736 0.0855
H 0.711 4.986 4.961 0.0701
H 1.011 6.566 3.640 0.0722
H 1.617 6.381 1.184 0.1093
H 2.447 7.888 1.367 0.0898
H -0.068 7.844 0.511 0.0699
H -0.445 7.944 2.215 0.0682
H 0.554 9.185 1.424 0.0481
H 5.605 5.455 0.534 0.1283
C 1.016 -1.378 -1.736 -0.0503
C 2.377 -1.949 -2.068 -0.1957
O 3.407 -1.401 -1.230 0.0415
C 3.425 -1.864 0.016 -0.6112
O 2.690 -2.700 0.477 0.1175
O 4.411 -1.253 0.671 -0.0010
C 4.506 -1.603 2.055 -0.0355
H 1.030 -0.289 -1.801 0.0893
H 0.266 -1.762 -2.427 0.0741
H 0.721 -1.642 -0.726 0.0474
H 2.660 -1.685 -3.084 0.1242
H 2.385 -3.037 -1.993 0.1259
H 4.587 -2.681 2.179 0.0958
H 3.640 -1.228 2.599 0.0991
H 5.405 -1.124 2.430 0.0910
C -5.876 -2.040 -0.454 -0.0616
C -5.441 -3.407 -0.937 -0.1986
O -4.032 -3.456 -1.219 0.0111
C -3.224 -3.494 -0.159 -0.6075
O -3.559 -3.511 0.995 0.1327
O -1.972 -3.523 -0.615 -0.0031
C -0.958 -3.487 0.394 -0.0336
H -5.591 -1.273 -1.175 0.0805
H -6.958 -2.018 -0.324 0.0805
H -5.411 -1.792 0.499 0.0738
H -5.929 -3.640 -1.881 0.1232
H -5.703 -4.190 -0.225 0.1233
H -1.096 -4.283 1.122 0.1000
H -0.962 -2.520 0.894 0.1029
H -0.010 -3.626 -0.112 0.0793
C -0.657 -2.309 -8.740 -0.0662
C -0.123 -1.368 -7.681 -0.2135
O -1.077 -1.129 -6.636 0.0349
C -1.230 -2.123 -5.760 -0.6174
O -0.614 -3.157 -5.749 0.1202
O -2.151 -1.754 -4.875 0.0096
C -2.466 -2.753 -3.893 -0.0307
H -1.598 -1.932 -9.143 0.0816
H 0.061 -2.404 -9.554 0.0798
H -0.843 -3.300 -8.329 0.0737
H 0.069 -0.389 -8.115 0.1213
H 0.810 -1.733 -7.252 0.1223
H -1.571 -3.092 -3.379 0.0805
H -2.969 -3.596 -4.364 0.1052
H -3.133 -2.290 -3.178 0.0805
C -11.607 -6.217 -1.481 -0.0657
C -10.203 -6.764 -1.623 -0.2111
O -9.282 -6.137 -0.718 0.0325
C -9.370 -6.528 0.553 -0.6156
O -10.112 -7.368 0.988 0.1259
O -8.474 -5.838 1.258 -0.0003
C -8.499 -6.104 2.663 -0.0363
H -11.608 -5.134 -1.607 0.0815
H -12.259 -6.659 -2.235 0.0804
H -12.020 -6.440 -0.499 0.0741
H -9.815 -6.544 -2.616 0.1212
H -10.175 -7.845 -1.485 0.1240
H -8.390 -7.168 2.860 0.0959
H -9.426 -5.736 3.100 0.0983
H -7.658 -5.566 3.090 0.0934
```

***

[9]
C5H8N2 | the ωB97M-V functional and the def2-TZVPD basis

Values from the calculation:
LUMO: 0.037 Ha
HOMO-LUMO gap: 7.6 eV
net charge: 0

```
15
Properties=species:S:1:pos:R:3:nbo_charge:R:1
C -1.572 -1.181 0.135 -0.4120
N -0.376 -0.661 -0.134 -0.2397
C 0.830 -1.249 -0.099 -0.1423
C 1.793 -0.202 0.377 -0.4569
C 1.096 1.062 -0.050 -0.2567
C -0.166 0.763 -0.366 0.3181
N -1.211 1.536 -0.849 -0.8245
H -2.419 -0.525 0.239 0.1848
H -1.556 -2.147 0.618 0.1948
H 1.796 -0.250 1.483 0.2143
H 0.865 -2.298 0.166 0.1888
H 2.832 -0.289 0.051 0.2237
H 1.548 2.046 -0.107 0.2228
H -2.033 1.026 -1.143 0.3924
H -1.427 2.369 -0.322 0.3925
```

***

[10]
C7H8N2O | the ωB97M-V functional and the def2-TZVPD basis

Values from the calculation:
LUMO: 0.007 Ha
HOMO-LUMO gap: 9.0 eV
net charge: 0
structure (SMILES): CC1=C\C=N/O/N=C/C=C\1

```
18
Properties=species:S:1:pos:R:3:nbo_charge:R:1
C -1.442 -1.543 0.479 -0.6386
C -0.063 -0.956 0.089 -0.0473
C 0.752 -0.242 0.891 -0.2246
C 0.440 0.807 1.965 -0.0375
N 0.532 2.059 1.679 -0.0640
O 0.972 2.632 0.551 -0.2506
N 1.346 1.915 -0.614 -0.1368
C 0.343 1.322 -1.158 0.0532
C 0.525 0.052 -1.939 -0.2118
C 0.269 -1.107 -1.292 -0.1916
H -2.302 -0.983 0.180 0.2218
H -1.537 -1.861 1.526 0.2262
H -1.518 -2.453 -0.127 0.2166
H 1.833 -0.129 0.626 0.2281
H -0.118 0.650 2.803 0.2032
H -0.597 1.632 -0.748 0.1948
H 0.550 0.253 -3.059 0.2346
H 0.013 -2.048 -1.854 0.2244
```

***

[11]
C5H11O | the ωB97M-V functional and the def2-TZVPD basis

Values from the calculation:
LUMO (spin up / spin down): 0.265 / 0.266 Ha
multiplicity: 2
HOMO-LUMO gap (spin up / spin down): 2.9 / 6.8 eV
net charge: -2

```
17
Properties=species:S:1:pos:R:3:mulliken_spin:R:1
C 0.145 1.858 -0.932 0.1659
O 1.370 2.101 -0.533 0.0054
C -0.107 0.271 -0.990 0.0887
C 0.307 -0.379 0.319 -1.9070
C 0.147 -1.879 -0.040 3.6156
C -0.449 -0.107 1.625 1.2998
H -0.695 2.345 -0.314 0.0432
H -0.033 2.445 -1.882 0.0082
H 0.594 0.081 -1.759 0.0176
H -1.106 -0.088 -1.217 -0.4367
H 1.351 0.167 0.458 0.0026
H -0.081 -2.468 0.885 -0.4279
H -0.529 -2.129 -0.829 -0.6140
H 1.105 -2.324 -0.407 -0.3835
H -0.990 0.751 1.353 0.2308
H 0.097 0.268 2.447 -0.2239
H -1.126 -0.914 1.815 -0.4848
```